Formula: C5H8O3
Source: OMol25
Level of theory: ωB97M-V/def2-TZVPD

Geometry as XYZ:
```
16
Properties=species:S:1:pos:R:3:forces:R:3
C -1.031 0.378 0.961 0.1728 -0.1466 0.0655
C 1.152 0.696 -1.392 -0.1291 0.0750 -0.2550
C -1.724 -1.444 -0.355 0.0536 0.1400 0.1223
O -0.097 1.017 -0.921 0.2431 -0.1676 0.1633
O -0.988 -0.934 0.776 -0.0239 0.2161 -0.1079
O -0.343 0.887 1.867 -0.0236 -0.1522 -0.2687
C 1.879 0.547 -0.123 -0.3527 0.0263 0.5697
C 2.092 0.475 1.100 0.2644 -0.0403 -0.3097
H 0.897 0.654 1.611 -0.2525 0.0193 -0.1242
H -1.869 0.921 0.527 0.0421 -0.0410 -0.0551
H 1.220 -0.246 -1.970 -0.0174 0.0680 0.0671
H 1.612 1.488 -2.007 -0.0256 -0.0612 0.0597
H -1.650 -2.526 -0.293 -0.0001 0.0539 0.0088
H -1.275 -1.063 -1.270 -0.0048 -0.0015 0.0502
H -2.772 -1.141 -0.299 0.0746 0.0017 0.0249
H 2.895 0.291 1.789 -0.0208 0.0101 -0.0110
```
Forces are in eV/Å.

As for the molecular weight: 116.1 g mol⁻¹. The gap between HOMO and LUMO comes out at 8.8802 eV. The HOMO energy is -0.3260 Ha. The total energy is -11451.92215 eV.


Formula: C5H8O3
Source: OMol25
Level of theory: ωB97M-V/def2-TZVPD

Geometry as XYZ:
```
16
Properties=species:S:1:pos:R:3:forces:R:3
C -0.653 -0.532 0.814 1.0223 -2.2495 3.3984
C -0.357 -1.726 -0.210 2.9493 1.7640 -1.6169
C 1.001 -0.858 -0.802 -2.8994 1.8186 1.2643
C 0.395 0.442 0.192 0.4578 0.3714 -3.7029
C -0.114 1.737 -0.552 -4.7232 2.3290 -1.7991
H -2.364 0.399 0.823 -0.6967 0.6651 -0.3129
H 0.017 -0.820 1.678 -1.2182 0.1550 -0.1918
H -0.934 -1.525 -1.066 -1.3797 -0.3552 -0.9886
H -0.070 -2.833 -0.228 -1.0554 1.5307 1.3959
H 0.819 -0.703 -1.992 1.2926 -0.2707 3.0548
H 2.022 -0.959 -0.280 -1.4810 -0.4200 -1.5676
H 1.238 2.199 1.202 1.6575 -5.4559 -0.9184
H 0.839 2.336 -1.469 -2.8902 -1.6641 2.9883
O -2.051 -0.246 1.451 3.9144 -0.7416 -1.9935
O 1.571 0.871 0.876 -2.8056 5.4707 1.6522
O -1.362 2.219 -0.434 7.8554 -2.9474 -0.6623
```
Forces are in eV/Å.

As for the molecular weight: 116.1 g mol⁻¹. The gap between HOMO and LUMO comes out at 9.3743 eV. The HOMO energy is -0.3789 Ha. The total energy is -11449.04730 eV.


Formula: C5H8O3
Source: OMol25
Level of theory: ωB97M-V/def2-TZVPD

Geometry as XYZ:
```
16
Properties=species:S:1:pos:R:3:forces:R:3
C 1.665 -0.156 0.304 -2.2936 -0.0689 0.9859
C 0.658 -0.131 1.696 -0.8095 9.1117 -4.0560
C -0.614 0.154 0.787 -0.5876 -1.5430 -1.3825
C -1.712 -0.053 -1.089 -0.2357 -1.4269 -1.2442
C -0.195 0.449 -1.181 1.3002 1.7488 -3.0503
H 2.229 0.687 0.035 0.3895 1.8724 0.7368
H 2.362 -0.878 0.583 1.0239 -1.7965 -0.1428
H 0.715 -0.980 2.130 -0.1412 -5.8231 2.9254
H 0.857 0.741 2.373 0.3500 -0.9343 -0.5777
H -0.508 -0.881 0.370 0.5007 1.1408 -0.3027
H -2.522 0.238 -1.828 1.2977 1.0110 0.9565
H -1.736 -1.093 -1.258 0.4417 -1.7721 -0.4171
H 0.124 1.042 -2.167 -0.8124 -1.5718 1.9313
O -2.097 0.099 0.254 0.6047 1.5059 2.3244
O 0.983 -0.517 -0.880 -1.3720 -0.2668 -1.1222
O -0.210 1.278 -0.128 0.3435 -1.1872 2.4355
```
Forces are in eV/Å.

As for the molecular weight: 116.1 g mol⁻¹. The gap between HOMO and LUMO comes out at 10.5076 eV. The HOMO energy is -0.3536 Ha. The total energy is -11450.11105 eV.


Formula: C5H8O3
Source: OMol25
Level of theory: ωB97M-V/def2-TZVPD

Geometry as XYZ:
```
16
Properties=species:S:1:pos:R:3:forces:R:3
C 1.989 0.881 0.116 1.1384 0.1427 0.8460
C 0.795 -0.221 -0.024 6.4396 0.1560 1.3579
C -0.406 -0.179 -0.762 -6.2517 -1.5743 -4.1260
C -2.545 -0.260 0.016 -1.3541 0.7937 -2.1432
C -0.536 0.079 0.612 4.7558 1.1302 4.3361
H 2.283 0.814 1.372 -0.4426 0.2295 -3.9414
H 2.801 0.224 -0.649 -1.6406 2.5801 2.1974
H 1.923 2.177 -0.208 -0.1385 -4.4166 0.8773
H 2.844 -1.137 0.028 -5.2648 -1.2053 -0.6114
H -0.649 -1.254 -1.206 0.9389 1.6609 1.6534
H -2.779 -1.283 -0.565 -0.0768 1.8919 1.9868
H -3.539 0.461 0.336 2.9074 -2.2747 -1.1249
H -0.207 1.154 0.937 -1.8012 -1.2858 -0.9122
O 1.406 -1.475 -0.142 4.4148 1.7777 0.7694
O -1.729 0.449 -0.977 -1.8863 1.6914 -2.3854
O -1.650 -0.429 1.115 -1.7383 -1.2973 1.2203
```
Forces are in eV/Å.

As for the molecular weight: 116.1 g mol⁻¹. The gap between HOMO and LUMO comes out at 7.9422 eV. The HOMO energy is -0.3135 Ha. The total energy is -11445.07941 eV.


Formula: C5H8O3
Source: OMol25
Level of theory: ωB97M-V/def2-TZVPD

Geometry as XYZ:
```
16
Properties=species:S:1:pos:R:3:forces:R:3
C 0.852 1.754 -0.502 -1.5209 -0.3260 -0.6344
C 0.086 0.535 0.072 -2.3383 0.6288 -0.5019
C 0.890 -0.630 -0.006 0.4988 -5.5670 -0.1892
O 0.384 -1.823 -0.070 3.1536 4.9991 0.4530
O 2.348 -0.266 0.049 -4.2114 -0.1510 0.1403
C -0.948 0.445 1.282 0.9019 2.2364 -0.5757
C -1.548 0.486 -0.120 0.7758 1.2119 -1.1365
O -2.311 -0.606 -0.630 1.7636 1.7246 1.2064
H 1.423 1.084 -1.378 -1.0017 3.3443 2.0458
H 1.410 2.059 0.410 0.6432 0.3402 -1.3920
H 0.129 2.696 -0.844 1.9601 -2.7632 0.6266
H 2.924 -0.980 -0.158 0.3680 -1.5105 -0.2222
H -0.856 1.440 1.847 -0.6771 -1.8317 -0.4047
H -0.889 -0.545 1.852 -0.3257 1.6473 -0.9332
H -1.813 1.387 -0.750 0.2333 -0.6169 1.7342
H -1.691 -1.118 -0.124 -0.2232 -3.3663 -0.2166
```
Forces are in eV/Å.

As for the molecular weight: 116.1 g mol⁻¹. The SMILES is C[C@@]1(C(=O)O)C[C@@H]1O. The gap between HOMO and LUMO comes out at 10.0975 eV. The HOMO energy is -0.3476 Ha. The total energy is -11453.33760 eV.


Formula: C5H8O3
Source: OMol25
Level of theory: ωB97M-V/def2-TZVPD

Geometry as XYZ:
```
16
Properties=species:S:1:pos:R:3:forces:R:3
C -1.151 1.209 -0.029 3.2470 0.2405 -0.3175
C 0.191 1.598 -0.107 -0.8750 -0.3206 1.3429
O 1.438 0.966 -0.390 -1.2844 0.8685 -0.5032
C 1.919 -0.229 0.098 1.4974 -1.6076 1.5569
O 1.177 -1.483 -0.212 0.7324 0.6209 0.3926
C -0.053 -0.950 0.058 -0.9192 1.9779 -1.6031
C -1.499 -1.233 -0.148 2.1318 -0.9880 -2.7537
O -1.947 0.096 -0.091 -2.0780 1.3689 0.6066
H -1.699 2.097 0.020 -1.4872 0.8874 0.4536
H 0.396 2.611 0.298 -0.2780 -0.5355 -0.9134
H 2.789 -0.443 -0.517 0.6202 0.4960 0.7017
H 2.093 -0.135 1.297 -0.4216 -0.5266 -2.7321
H 0.028 -0.499 1.039 -0.4268 0.0724 0.5776
H -0.176 -0.117 -0.712 1.4842 -1.8610 0.8093
H -1.851 -1.872 0.590 -1.6789 -0.7380 1.3274
H -1.653 -1.616 -1.194 -0.2638 0.0449 1.0546
```
Forces are in eV/Å.

As for the molecular weight: 116.1 g mol⁻¹. The SMILES is C1=C\OCOCCO/1. The gap between HOMO and LUMO comes out at 9.6245 eV. The HOMO energy is -0.3203 Ha. The total energy is -11450.92477 eV.


Formula: C5H8O3Ru
Source: OMol25
Level of theory: ωB97M-V/def2-TZVPD

Geometry as XYZ:
```
17
Properties=species:S:1:pos:R:3:forces:R:3
O 2.530 -1.459 0.248 -2.0936 -1.7812 0.3959
C -1.985 -0.929 -0.213 -1.8447 -0.4995 -0.6298
C 1.299 -1.713 -0.298 -1.7768 -0.6630 -1.0034
O -2.891 -0.440 -0.695 0.9219 0.2003 0.3384
O -1.157 -1.624 0.292 1.0008 -0.3395 0.2079
C 0.311 -1.319 0.782 -0.5208 0.1367 0.5175
Ru 3.898 -0.376 0.167 3.8720 2.1018 -0.0605
H 1.167 -2.781 -0.543 0.2778 0.2737 0.0840
H 1.097 -1.132 -1.219 0.2922 -0.2107 0.2077
H 0.273 -0.250 1.003 0.1560 -0.2270 0.1409
H 0.347 -1.938 1.679 0.0325 0.1283 -0.0740
C -1.021 2.568 0.386 -1.4999 1.5622 4.0744
C -0.605 2.095 -0.791 1.3139 -1.1419 -4.0954
H -0.363 2.593 1.258 -0.1227 0.2107 -0.1189
H -2.052 2.897 0.536 0.1240 0.0901 -0.0205
H 0.418 1.736 -0.934 -0.2515 0.1073 -0.0137
H -1.268 2.073 -1.659 0.1190 0.0513 0.0495
```
Forces are in eV/Å.

As for the molecular weight: 217.2 g mol⁻¹. The gap between HOMO and LUMO (spin up / spin down) comes out at 9.4847 / 5.1982 eV. The expectation value of S² is 8.76. Its net charge is +3. The HOMO energy (spin up / spin down) is -0.8098 / -0.8167 Ha. The total energy is -13997.64011 eV. As for the spin multiplicity: 6.


Formula: C5H8O4
Source: OMol25
Level of theory: ωB97M-V/def2-TZVPD

Geometry as XYZ:
```
17
Properties=species:S:1:pos:R:3:forces:R:3
C 2.842 -0.538 -1.605 -0.8554 -0.2948 0.8405
C 1.840 -1.065 -0.498 1.0316 -0.8037 -0.0399
O 0.661 -1.229 -0.868 -0.0389 0.1574 0.0956
O 2.415 -1.404 0.571 -0.5209 0.1421 -0.3022
H 2.876 -1.357 -2.328 0.1150 0.2544 -0.2719
H 3.804 -0.413 -1.115 0.1758 0.2511 -0.2408
H 2.425 0.377 -2.026 0.2536 -0.0185 -0.2541
C -1.637 0.143 1.245 0.1596 1.2030 -0.0977
C -2.296 0.140 -0.125 0.1738 -0.3893 -0.8693
C -0.906 1.499 1.567 -0.3234 0.1144 -0.1456
O -1.353 2.526 0.981 0.0548 -0.1470 0.1258
O 0.008 1.439 2.414 -0.1183 0.0839 0.1388
H -2.438 0.122 1.999 0.2930 -0.5031 0.1431
H -0.890 -0.636 1.354 -0.1982 -0.2230 0.1086
H -1.722 0.682 -0.881 0.0929 0.3234 0.3704
H -3.300 0.573 -0.103 0.0010 -0.0076 -0.0232
H -2.327 -0.858 -0.584 -0.2959 -0.1425 0.4218
```
Forces are in eV/Å.

As for the molecular weight: 132.1 g mol⁻¹. The gap between HOMO and LUMO comes out at 7.4651 eV. Its net charge is -2. The HOMO energy is -0.0244 Ha. The total energy is -13504.67434 eV.